(1)
Here is 16 unconnected molecules or ions with the total composition C62H164N8O24 at a distorted geometry from OMol25. Energies are from ωB97M-V/def2-TZVPD.

## Properties
Orbital gap   8.8 eV
E_LUMO   0.616 eV
Multiplicity   1
Net charge   0
Largest force on an atom   0.0662 hartree/bohr

Element x y z (Å)
1 C 17.83 18.31 7.49
2 O 18.61 17.05 7.48
3 H 18.41 19.15 7.03
4 H 16.85 18.24 7.02
5 H 17.64 18.51 8.51
6 H 19.00 16.92 6.61
7 C 20.91 17.48 10.24
8 O 19.84 18.35 10.18
9 H 21.02 16.92 11.19
10 H 20.79 16.78 9.44
11 H 21.87 17.95 10.05
12 H 19.30 18.03 9.43
13 C 14.25 24.36 15.12
14 O 14.22 23.58 16.24
15 H 15.28 24.42 14.70
16 H 13.63 24.04 14.33
17 H 13.95 25.37 15.35
18 H 14.27 22.66 16.02
19 C 18.53 23.07 19.67
20 O 18.37 24.41 19.27
21 H 17.51 22.70 19.94
22 H 18.99 22.42 18.89
23 H 19.19 23.02 20.54
24 H 17.48 24.54 18.87
25 C 16.83 20.96 10.02
26 O 16.63 19.60 10.42
27 H 17.67 20.96 9.33
28 H 15.95 21.42 9.59
29 H 17.04 21.53 10.89
30 H 17.20 19.43 11.16
31 C 13.01 21.11 18.53
32 C 12.26 20.24 17.53
33 C 11.43 20.90 16.48
34 O 13.32 19.37 16.89
35 H 13.59 20.42 19.16
36 H 12.52 21.84 19.16
37 H 13.75 21.74 17.95
38 H 11.71 19.58 18.08
39 H 10.90 20.17 15.86
40 H 11.93 21.62 15.78
41 H 10.67 21.44 17.00
42 H 12.74 18.70 16.52
43 C 14.54 21.53 12.65
44 C 13.65 21.02 13.78
45 C 13.20 19.56 13.52
46 O 14.36 21.08 15.04
47 H 15.01 22.44 12.82
48 H 13.96 21.48 11.70
49 H 15.39 20.82 12.57
50 H 12.69 21.54 13.86
51 H 12.57 19.62 12.65
52 H 12.65 19.20 14.38
53 H 14.08 18.89 13.28
54 H 14.05 20.29 15.52
55 C 15.41 26.87 18.34
56 C 14.87 25.78 19.15
57 C 13.40 25.55 19.01
58 O 15.48 24.56 18.81
59 H 15.30 26.70 17.26
60 H 16.49 27.03 18.58
61 H 14.94 27.85 18.50
62 H 15.06 25.91 20.27
63 H 12.89 26.36 19.57
64 H 13.13 24.59 19.52
65 H 13.09 25.42 17.99
66 H 15.28 24.40 17.89
67 C 17.84 22.72 15.59
68 O 17.98 21.95 14.44
69 C 19.24 21.34 14.43
70 C 19.21 20.56 13.09
71 N 18.16 19.58 13.12
72 C 18.46 18.31 13.71
73 C 17.31 17.32 13.57
74 O 16.19 17.58 14.33
75 C 16.32 17.16 15.69
76 H 16.95 23.30 15.46
77 H 18.66 23.48 15.68
78 H 17.78 22.03 16.47
79 H 19.29 20.70 15.32
80 H 20.12 22.02 14.54
81 H 20.13 20.09 12.82
82 H 18.89 21.29 12.31
83 H 17.34 19.97 13.60
84 H 18.65 18.40 14.83
85 H 19.36 17.83 13.25
86 H 17.74 16.33 13.86
87 H 16.97 17.22 12.52
88 H 16.35 16.06 15.65
89 H 15.46 17.59 16.24
90 H 17.18 17.48 16.25
91 C 13.79 11.53 14.67
92 O 13.35 12.66 15.29
93 C 14.33 13.63 15.45
94 C 13.60 14.87 15.79
95 N 13.04 14.76 17.17
96 C 12.14 15.90 17.63
97 C 11.06 16.48 16.77
98 O 11.55 17.41 15.77
99 C 10.85 17.36 14.57
100 H 12.96 10.74 14.90
101 H 14.72 11.18 15.10
102 H 13.95 11.68 13.62
103 H 14.90 13.75 14.55
104 H 15.08 13.30 16.15
105 H 12.85 15.24 15.06
106 H 14.31 15.67 15.93
107 H 12.46 13.92 17.20
108 H 12.83 16.71 17.91
109 H 11.66 15.61 18.56
110 H 10.35 17.06 17.43
111 H 10.54 15.59 16.36
112 H 10.84 16.37 14.11
113 H 11.39 18.06 13.94
114 H 9.87 17.75 14.64
115 C 25.76 21.45 13.83
116 O 25.26 20.41 14.70
117 C 23.85 20.68 14.93
118 C 23.19 20.03 13.75
119 N 23.19 18.56 13.84
120 C 21.94 18.13 14.65
121 C 21.81 16.64 14.72
122 O 22.70 16.21 15.73
123 C 22.72 14.82 15.87
124 H 25.90 22.39 14.42
125 H 25.22 21.64 12.90
126 H 26.74 21.09 13.60
127 H 23.71 21.73 14.97
128 H 23.47 20.32 15.86
129 H 23.72 20.29 12.86
130 H 22.21 20.54 13.52
131 H 24.01 18.21 14.27
132 H 21.14 18.61 14.07
133 H 21.97 18.60 15.68
134 H 22.13 16.25 13.77
135 H 20.80 16.26 14.91
136 H 21.84 14.48 16.42
137 H 23.65 14.59 16.32
138 H 22.75 14.32 14.90
139 C 16.53 19.80 18.04
140 O 17.46 18.76 18.36
141 C 18.78 19.21 18.09
142 C 19.74 18.06 18.34
143 N 21.12 18.55 18.13
144 C 22.01 17.51 18.53
145 C 23.44 18.02 18.72
146 O 23.43 18.94 19.76
147 C 24.70 19.45 20.05
148 H 15.60 19.66 18.45
149 H 16.34 19.76 16.97
150 H 16.96 20.81 18.36
151 H 19.06 19.99 18.85
152 H 18.86 19.66 17.11
153 H 19.56 17.21 17.58
154 H 19.65 17.65 19.39
155 H 21.24 19.24 18.93
156 H 21.99 16.73 17.72
157 H 21.68 17.02 19.47
158 H 23.76 18.45 17.74
159 H 24.12 17.22 18.91
160 H 25.18 19.91 19.18
161 H 25.38 18.68 20.38
162 H 24.61 20.22 20.86
163 C 14.69 16.44 11.23
164 O 15.92 15.74 11.34
165 C 16.88 16.00 10.33
166 C 18.14 15.18 10.58
167 N 17.88 13.82 10.29
168 C 18.89 12.83 10.74
169 C 19.01 11.51 10.07
170 O 17.84 10.71 10.28
171 C 17.81 9.67 9.32
172 H 14.87 17.38 11.67
173 H 13.93 15.90 11.73
174 H 14.45 16.57 10.19
175 H 17.13 17.14 10.36
176 H 16.45 15.83 9.25
177 H 18.52 15.41 11.56
178 H 18.92 15.56 9.90
179 H 16.96 13.57 10.56
180 H 18.67 12.48 11.82
181 H 19.89 13.42 10.70
182 H 19.84 10.98 10.47
183 H 19.18 11.62 8.97
184 H 17.67 10.11 8.38
185 H 17.02 8.95 9.49
186 H 18.71 9.05 9.32
187 C 23.94 21.78 10.15
188 O 23.75 22.71 11.20
189 C 22.31 22.99 11.39
190 C 22.38 23.89 12.58
191 N 21.13 24.14 13.36
192 C 20.13 25.13 12.89
193 C 20.35 26.57 13.27
194 O 21.21 27.18 12.37
195 C 21.27 28.56 12.54
196 H 23.42 20.89 10.38
197 H 24.98 21.58 10.01
198 H 23.53 22.15 9.17
199 H 21.77 22.08 11.64
200 H 21.92 23.47 10.51
201 H 22.72 24.90 12.30
202 H 23.15 23.54 13.30
203 H 21.46 24.46 14.26
204 H 19.24 24.83 13.43
205 H 19.81 24.98 11.86
206 H 20.77 26.49 14.27
207 H 19.40 27.11 13.31
208 H 21.39 28.87 13.63
209 H 20.30 29.02 12.31
210 H 22.08 28.90 11.96
211 C 22.15 22.03 18.09
212 O 22.48 23.36 17.74
213 C 21.30 23.96 17.36
214 C 21.60 25.34 16.91
215 N 22.57 25.43 15.83
216 C 23.02 26.78 15.62
217 C 23.87 26.88 14.35
218 O 24.45 28.16 14.27
219 C 25.31 28.33 13.18
220 H 21.66 22.01 19.07
221 H 23.05 21.36 18.11
222 H 21.63 21.50 17.31
223 H 20.53 23.99 18.12
224 H 20.91 23.36 16.47
225 H 21.98 25.89 17.80
226 H 20.66 25.82 16.56
227 H 23.39 24.90 16.16
228 H 23.57 27.22 16.47
229 H 22.15 27.49 15.50
230 H 23.14 26.80 13.49
231 H 24.64 26.12 14.40
232 H 24.78 28.39 12.20
233 H 26.07 27.53 13.16
234 H 25.75 29.34 13.27
235 C 18.45 13.72 15.47
236 O 18.39 14.50 16.68
237 C 17.56 14.00 17.68
238 C 17.61 14.77 19.03
239 N 18.92 14.80 19.68
240 C 19.29 13.47 20.16
241 C 20.70 13.61 20.66
242 O 21.58 14.08 19.69
243 C 22.02 13.07 18.82
244 H 19.09 14.18 14.68
245 H 17.47 13.50 15.01
246 H 18.86 12.72 15.77
247 H 17.85 12.96 17.88
248 H 16.54 13.97 17.29
249 H 16.86 14.37 19.70
250 H 17.36 15.81 18.77
251 H 19.61 15.19 19.04
252 H 19.11 12.67 19.39
253 H 18.61 13.17 20.95
254 H 21.05 12.63 21.12
255 H 20.82 14.35 21.46
256 H 22.61 13.59 18.07
257 H 21.09 12.57 18.43
258 H 22.69 12.29 19.25



(2)
Here is a molecular structure, C62H46ClO3P2PtS6 at a distorted geometry from OMol25. Energies are from ωB97M-V/def2-TZVPD.

## Properties
Orbital gap   3.8 eV
E_LUMO   -5.129 eV
Multiplicity   1
Net charge   +1
Largest force on an atom   0.0519 hartree/bohr

Element x y z (Å)
1 Pt 0.02 0.05 -0.32
2 O 2.49 1.53 0.29
3 S 2.02 0.25 0.85
4 C 2.01 0.55 2.62
5 C 2.77 -0.19 3.50
6 C 3.10 0.29 4.79
7 C 2.72 1.56 5.12
8 C 3.02 2.42 6.32
9 C 2.39 3.80 6.00
10 C 1.68 3.60 4.69
11 C 0.94 4.43 3.89
12 C 0.33 3.90 2.74
13 C 0.53 2.61 2.29
14 P -0.63 1.92 1.06
15 C -1.29 3.45 0.35
16 C -0.49 4.09 -0.59
17 C -0.91 5.26 -1.19
18 C -2.15 5.80 -0.85
19 C -2.95 5.17 0.08
20 C -2.53 3.99 0.68
21 C -1.90 1.28 2.21
22 C -2.33 2.03 3.31
23 C -3.28 1.50 4.17
24 C -3.79 0.23 3.96
25 C -3.34 -0.53 2.89
26 C -2.41 0.00 2.01
27 C 1.44 1.79 3.01
28 C 1.91 2.29 4.23
29 C 3.41 -0.87 0.73
30 C 4.62 -0.35 1.13
31 C 5.77 -1.14 1.28
32 C 5.65 -2.49 1.07
33 C 6.64 -3.62 1.19
34 C 5.84 -4.90 0.85
35 C 4.48 -4.41 0.44
36 C 3.38 -5.05 -0.05
37 C 2.25 -4.28 -0.42
38 C 2.18 -2.91 -0.22
39 P 0.87 -1.96 -1.01
40 C -0.51 -2.99 -1.47
41 C -0.98 -4.01 -0.69
42 C -2.10 -4.74 -1.06
43 C -2.74 -4.49 -2.29
44 C -2.33 -3.47 -3.08
45 C -1.22 -2.56 -2.70
46 C 1.79 -1.60 -2.57
47 C 2.40 -2.62 -3.30
48 C 3.17 -2.31 -4.41
49 C 3.34 -0.99 -4.79
50 C 2.74 0.03 -4.07
51 C 1.97 -0.27 -2.95
52 C 3.28 -2.23 0.37
53 C 4.42 -3.01 0.62
54 H 3.17 -1.14 3.20
55 H 3.70 -0.33 5.44
56 H 4.09 2.49 6.51
57 H 2.57 1.98 7.21
58 H 3.15 4.57 5.89
59 H 1.70 4.13 6.78
60 H 0.78 5.47 4.15
61 H -0.33 4.55 2.18
62 H 0.48 3.66 -0.85
63 H -0.29 5.75 -1.94
64 H -2.48 6.72 -1.32
65 H -3.92 5.58 0.35
66 H -3.17 3.49 1.40
67 H -1.93 3.02 3.49
68 H -3.63 2.09 5.01
69 H -4.53 -0.17 4.64
70 H -3.70 -1.54 2.73
71 H -2.07 -0.59 1.17
72 H 4.66 0.71 1.36
73 H 6.70 -0.69 1.58
74 H 7.07 -3.65 2.19
75 H 7.47 -3.47 0.49
76 H 5.76 -5.57 1.71
77 H 6.31 -5.47 0.04
78 H 3.36 -6.12 -0.21
79 H 1.42 -4.78 -0.89
80 H -0.48 -4.25 0.24
81 H -2.46 -5.53 -0.42
82 H -3.57 -5.12 -2.60
83 H -2.79 -3.29 -4.04
84 H -0.49 -2.55 -3.53
85 H 2.29 -3.65 -2.99
86 H 3.65 -3.10 -4.97
87 H 3.95 -0.75 -5.65
88 H 2.89 1.06 -4.36
89 H 1.52 0.53 -2.37
90 C -1.27 -0.06 -1.95
91 C -1.68 -1.08 -2.73
92 C -2.67 -0.84 -3.83
93 C -2.27 -0.43 -5.10
94 C -3.22 -0.14 -6.07
95 C -4.57 -0.26 -5.79
96 C -4.98 -0.70 -4.53
97 C -4.03 -0.99 -3.56
98 H -1.21 -0.31 -5.31
99 H -2.89 0.17 -7.05
100 H -5.31 -0.03 -6.54
101 H -6.03 -0.81 -4.31
102 H -4.34 -1.33 -2.58
103 C -4.93 4.67 -4.63
104 S -3.49 3.68 -4.17
105 C -4.09 2.79 -2.80
106 C -3.32 1.84 -2.19
107 S -1.69 1.53 -2.70
108 S -4.03 0.95 -0.89
109 C -5.51 1.90 -0.79
110 S -6.13 2.30 0.71
111 S -5.68 3.03 -2.14
112 H -4.69 5.10 -5.60
113 H -5.11 5.46 -3.90
114 H -5.81 4.03 -4.72
115 Cl 1.89 -3.69 3.35
116 C 0.25 -3.05 3.57
117 C -0.41 -2.66 2.22
118 O -1.58 -3.01 2.05
119 O 0.33 -1.98 1.43
120 H 0.31 -2.17 4.20
121 H -0.36 -3.82 4.05